Entry from OMol25: a cluster of 10 separate species, C24H48O34S8 in total (the ωB97M-V functional and the def2-TZVPD basis).

The calculation puts the total energy at -6686.51027 hartree. As for the structure (SMILES): O=S1(=O)OCCO1.O=S1(=O)OCCO1.O=S1(=O)OCCO1.O=S1(=O)OCCO1.O=S1(=O)OCCO1.O=S1(=O)OCCO1.O=S1(=O)OCCO1.O=S1(=O)OCCO1.C1CCOC1.C1CCOC1. As for the orbital gap: 0.326 hartree.

Each line ends with the Löwdin charge.
Cartesian coordinates (Å):
1 C 0.53311 -0.42205 0.57778  -0.1433
2 C 0.60339 0.48191 1.82909  -0.1526
3 C -0.73547 1.09884 1.89533  -0.2054
4 O -1.47163 0.71037 0.69872  -0.1364
5 C -0.91538 -0.54543 0.29211  -0.1986
6 H 0.87498 -1.42395 0.83748  0.1111
7 H 1.11545 0.03284 -0.22349  0.1010
8 H 1.32192 1.28773 1.67919  0.1034
9 H 0.83840 -0.06628 2.74142  0.1090
10 H -0.56958 2.16805 2.02710  0.1012
11 H -1.20874 0.72384 2.80278  0.0932
12 H -0.94741 -0.85631 -0.75212  0.1068
13 H -1.38909 -1.39092 0.79094  0.1296
14 C -0.47760 -5.40690 -2.50667  -0.1625
15 C -1.11798 -4.40302 -3.44976  -0.1770
16 C -1.05726 -3.04702 -2.80893  -0.1976
17 O -0.34409 -3.41238 -1.61571  -0.1889
18 C -0.64345 -4.76089 -1.13459  -0.1302
19 H 0.58140 -5.60018 -2.67776  0.0899
20 H -1.07295 -6.30540 -2.66896  0.1141
21 H -2.09232 -4.62186 -3.88666  0.1155
22 H -0.44427 -4.36271 -4.30568  0.1068
23 H -2.05544 -2.67960 -2.57071  0.1106
24 H -0.40183 -2.38961 -3.38016  0.1026
25 H -1.64280 -4.85732 -0.71018  0.1209
26 H 0.04217 -5.12218 -0.36813  0.1108
27 C 2.37585 5.96782 -2.03194  -0.2029
28 C 1.28495 5.11694 -2.67672  -0.0792
29 O 1.47165 3.90629 -1.79494  -0.2808
30 S 2.00695 4.20383 -0.22674  0.7831
31 O 3.33792 3.60127 0.08810  -0.2635
32 O 0.89974 4.01000 0.74535  -0.2444
33 O 2.26508 5.78585 -0.63811  -0.2040
34 H 2.32068 7.01438 -2.33157  0.1401
35 H 3.37342 5.62180 -2.30252  0.1259
36 H 1.44613 4.77061 -3.69759  0.1227
37 H 0.32873 5.61559 -2.51831  0.1223
38 C -0.90601 2.91484 8.08889  -0.1685
39 C -2.38718 2.57830 7.86038  -0.1726
40 O -2.51118 2.83134 6.46165  -0.2109
41 S -1.21044 2.18311 5.66053  0.7349
42 O -0.98701 3.00704 4.47006  -0.2399
43 O -1.32548 0.72514 5.51612  -0.2459
44 O -0.20818 2.68269 6.86573  -0.1987
45 H -0.48745 2.22122 8.81813  0.1306
46 H -0.79577 3.94557 8.42587  0.1321
47 H -3.03628 3.16039 8.51457  0.1358
48 H -2.62309 1.53378 8.06390  0.1256
49 C -3.64251 3.32503 -1.90506  -0.1793
50 C -2.41493 3.50653 -1.01394  -0.2008
51 O -2.69090 4.62144 -0.25283  -0.1963
52 S -3.47784 5.80354 -1.12967  0.7244
53 O -2.62641 6.46718 -2.06172  -0.2451
54 O -4.36275 6.64586 -0.35426  -0.2208
55 O -4.25693 4.58344 -1.93411  -0.1950
56 H -4.36215 2.68424 -1.39555  0.1341
57 H -3.39598 2.81796 -2.83791  0.1010
58 H -1.57548 3.76934 -1.65763  0.1157
59 H -2.27098 2.69768 -0.29760  0.1280
60 C -4.21858 0.25216 3.05915  -0.1337
61 C -5.70774 0.34294 2.76247  -0.1844
62 O -6.09589 -0.98718 2.50903  -0.2015
63 S -5.02588 -2.11850 3.09804  0.7323
64 O -4.27971 -2.75835 1.96029  -0.2820
65 O -5.68151 -3.00814 4.06315  -0.2484
66 O -4.09365 -1.02233 3.77788  -0.2051
67 H -3.95609 1.09511 3.69841  0.1295
68 H -3.55734 0.26354 2.19271  0.1160
69 H -5.85052 1.00327 1.90709  0.1358
70 H -6.25306 0.71595 3.62942  0.1313
71 C -0.69646 0.80938 -3.75484  -0.2766
72 C -0.77164 0.84807 -5.29136  -0.1568
73 O -2.16834 0.97236 -5.54122  -0.2084
74 S -3.07803 0.23221 -4.31924  0.8185
75 O -2.97711 -1.25047 -4.49260  -0.2518
76 O -4.35985 0.86457 -4.02870  -0.2204
77 O -1.90245 0.75100 -3.26083  -0.1923
78 H -0.23679 1.75769 -3.47645  0.1321
79 H -0.17245 -0.12256 -3.54269  0.1084
80 H -0.47524 -0.09609 -5.74833  0.1274
81 H -0.19971 1.66352 -5.73411  0.1284
82 C 3.12248 -3.79342 -0.71613  -0.1982
83 C 3.38935 -4.30248 -2.17730  -0.1510
84 O 4.10549 -5.55814 -1.98156  -0.1986
85 S 3.34529 -6.32656 -0.67573  0.7525
86 O 4.46982 -6.92014 0.08811  -0.2573
87 O 2.24593 -7.13905 -1.13846  -0.2421
88 O 2.70055 -4.94148 -0.01315  -0.2181
89 H 2.28977 -3.09135 -0.67381  0.1115
90 H 4.00001 -3.29565 -0.30350  0.1190
91 H 4.07415 -3.55363 -2.57528  0.1170
92 H 2.47817 -4.35333 -2.77332  0.1152
93 C 3.74702 -1.84406 2.92872  -0.0964
94 C 4.47097 -2.29372 4.30584  -0.1674
95 O 3.58960 -3.26890 4.79537  -0.2016
96 S 3.08371 -4.21618 3.54612  0.6884
97 O 1.86564 -4.89855 3.90267  -0.2176
98 O 4.16673 -5.05101 2.98165  -0.2550
99 O 2.89077 -2.97167 2.55228  -0.2310
100 H 4.46059 -1.53771 2.16380  0.1248
101 H 3.06788 -1.01669 3.13441  0.1068
102 H 4.58948 -1.48066 5.02207  0.1292
103 H 5.46222 -2.69915 4.10293  0.1197
104 C 3.83272 1.02017 -4.56682  -0.1603
105 C 3.16139 2.03206 -3.63968  -0.1779
106 O 2.55818 1.19442 -2.67504  -0.2167
107 S 3.18433 -0.33256 -2.62135  0.7196
108 O 2.25639 -1.20858 -3.31500  -0.2455
109 O 3.73118 -0.80242 -1.32610  -0.2342
110 O 4.36861 0.06265 -3.65219  -0.1964
111 H 4.59517 1.44506 -5.21969  0.1408
112 H 3.21140 0.38342 -5.19660  0.1267
113 H 2.50430 2.68026 -4.21949  0.1206
114 H 3.85906 2.72133 -3.16401  0.1335

Entry from OMol25: a cluster of 2 separate species, C4H14N3 in total (the ωB97M-V functional and the def2-TZVPD basis).

The net charge is +1. The calculation puts the total energy at -324.85037 hartree. As for the orbital gap: 0.417 hartree.

Each line ends with the Löwdin charge.
Cartesian coordinates (Å):
1 C -2.71448 0.81605 -0.23585  -0.1856
2 C -1.93356 2.11072 0.00298  -0.1630
3 H -2.48589 0.27804 -1.15537  0.0535
4 H -2.59343 0.20181 0.65141  0.0478
5 H -3.79370 1.02526 -0.28589  0.0724
6 H -0.87535 1.87488 0.09776  0.0439
7 H -2.46989 2.69930 0.73204  0.0667
8 H -2.04918 2.70328 -0.91544  0.0682
9 C 0.80290 -1.42860 -1.49764  -0.0268
10 C 1.62523 -0.68507 0.68174  -0.4526
11 N 1.57640 -0.92583 2.00012  0.2056
12 N 0.63471 -1.09093 -0.09060  0.0572
13 N 2.66388 -0.02847 0.20021  0.2320
14 H 1.02881 -1.65702 2.41928  0.1317
15 H 1.98209 -0.26066 2.64172  0.1336
16 H -0.11153 -1.57549 0.38597  0.1581
17 H 2.68065 0.30354 -0.75116  0.1272
18 H 3.45350 0.27637 0.74348  0.1418
19 H 1.33009 -0.66533 -2.07105  0.0888
20 H -0.16654 -1.65067 -1.92314  0.0975
21 H 1.41527 -2.32116 -1.63056  0.1019

Copy entry 2 word for word.
Entry from OMol25: a cluster of 2 separate species, C4H14N3 in total (the ωB97M-V functional and the def2-TZVPD basis).

The net charge is +1. The calculation puts the total energy at -324.85037 hartree. As for the orbital gap: 0.417 hartree.

Each line ends with the Löwdin charge.
Cartesian coordinates (Å):
1 C -2.71448 0.81605 -0.23585  -0.1856
2 C -1.93356 2.11072 0.00298  -0.1630
3 H -2.48589 0.27804 -1.15537  0.0535
4 H -2.59343 0.20181 0.65141  0.0478
5 H -3.79370 1.02526 -0.28589  0.0724
6 H -0.87535 1.87488 0.09776  0.0439
7 H -2.46989 2.69930 0.73204  0.0667
8 H -2.04918 2.70328 -0.91544  0.0682
9 C 0.80290 -1.42860 -1.49764  -0.0268
10 C 1.62523 -0.68507 0.68174  -0.4526
11 N 1.57640 -0.92583 2.00012  0.2056
12 N 0.63471 -1.09093 -0.09060  0.0572
13 N 2.66388 -0.02847 0.20021  0.2320
14 H 1.02881 -1.65702 2.41928  0.1317
15 H 1.98209 -0.26066 2.64172  0.1336
16 H -0.11153 -1.57549 0.38597  0.1581
17 H 2.68065 0.30354 -0.75116  0.1272
18 H 3.45350 0.27637 0.74348  0.1418
19 H 1.33009 -0.66533 -2.07105  0.0888
20 H -0.16654 -1.65067 -1.92314  0.0975
21 H 1.41527 -2.32116 -1.63056  0.1019

> Among the records above, which one has the highest orbital gap?

C4H14N3

> What is the orbital gap in the second record?

0.417 hartree

> Which of these has the highest orbital gap?

C4H14N3